# C8H10AlO5S

A molecular structure, C8H10AlO5S in a non-equilibrium geometry (ωB97M-V with the def2-TZVPD basis set, the OMol25 dataset).

Summary:
LUMO energy (alpha / beta) ... -15.0 / -15.0 eV
Charge ... +3
Energy ... -1326.134078 Eh
ΔE to the lowest compared entry with this formula, charge and spin ... 133.8 kcal per mole

Element x y z (Å)
Al1 0.787 0.084 -1.627
C1 1.972 -0.671 -0.211
O1 2.521 -1.675 0.164
C2 1.654 0.727 -3.365
O2 2.160 0.996 -4.375
C3 1.856 0.648 0.354
O3 2.240 1.241 1.318
C4 -0.448 -1.551 -1.502
O4 -0.900 -2.583 -1.805
C5 -2.176 1.160 2.270
H1 -3.209 0.897 2.535
H2 -1.500 1.531 3.052
C6 -1.864 1.477 0.971
H3 -1.060 2.198 0.764
H4 -2.348 0.991 0.103
C7 -2.628 -1.638 2.884
S1 -1.369 -0.884 1.866
C8 0.086 -1.007 2.872
O5 -1.207 -1.647 0.609
H5 -2.465 -1.334 3.918
H6 -2.534 -2.716 2.762
H7 -3.595 -1.275 2.533
H8 -0.237 -1.146 3.908
H9 0.667 -1.862 2.518
H10 0.666 -0.084 2.782

***

# C5H8N2

A single C5H8N2 molecule in a non-equilibrium geometry (ωB97M-V with the def2-TZVPD basis set, the OMol25 dataset).

Summary:
LUMO energy ... 0.6 eV
Energy ... -304.726775 Eh
SMILES ... C=C1CNN=C1C
ΔE to the lowest compared entry with this formula, charge and spin ... 68.2 kcal per mole

Element x y z (Å)
C1 -2.192 -0.493 0.063
C2 -0.685 -0.378 -0.054
C3 1.455 0.243 0.133
C4 0.176 0.837 -0.123
C5 -0.114 2.105 -0.054
H1 -2.566 -0.038 1.045
H2 -2.740 0.178 -0.636
H3 -2.496 -1.586 -0.099
H4 1.936 -1.701 0.440
H5 2.276 0.782 -0.283
H6 1.833 0.446 1.276
H7 0.722 2.862 -0.059
H8 -1.151 2.742 0.043
N1 0.072 -1.426 0.010
N2 1.407 -1.083 -0.227

***

# C3H9N2OP

2 unconnected molecules or ions with the total composition C3H9N2OP in a non-equilibrium geometry (ωB97M-V with the def2-TZVPD basis set, the OMol25 dataset).

Summary:
LUMO energy (alpha / beta) ... -0.1 / -0.1 eV
Energy ... -645.733893 Eh
ΔE to the lowest compared entry with this formula, charge and spin ... 66.8 kcal per mole

Element x y z (Å)
C1 -1.485 -0.034 -0.811
C2 -0.654 -0.779 -0.089
C3 -0.842 -1.923 0.797
N1 0.261 2.345 0.485
N2 1.582 0.245 -1.483
O1 1.893 -0.841 0.961
P1 1.034 -0.078 0.070
H1 -1.287 0.983 -1.208
H2 -2.499 -0.314 -0.920
H3 -0.828 -1.426 1.791
H4 -1.859 -2.125 0.720
H5 -0.110 -2.803 0.900
H6 -0.002 2.342 1.476
H7 1.194 2.772 0.423
H8 0.992 1.110 -1.544
H9 2.611 0.526 -1.568

***

# C26H78O13

13 unconnected molecules or ions with the total composition C26H78O13 in a non-equilibrium geometry (ωB97M-V with the def2-TZVPD basis set, the OMol25 dataset).

Summary:
LUMO energy ... 0.5 eV
Energy ... -2015.392585 Eh
ΔE to the lowest compared entry with this formula, charge and spin ... 47.1 kcal per mole

Element x y z (Å)
C1 -4.594 0.920 3.366
C2 -3.175 0.851 2.822
O1 -3.229 0.655 1.399
H1 -5.068 -0.066 3.308
H2 -5.234 1.618 2.804
H3 -4.647 1.267 4.387
H4 -2.612 -0.011 3.214
H5 -2.680 1.766 3.102
H6 -2.414 0.966 0.876
C3 2.562 3.639 0.376
C4 1.420 4.480 0.878
O2 0.364 3.561 1.191
H7 3.425 4.229 0.153
H8 2.191 3.081 -0.507
H9 2.722 2.830 1.127
H10 1.022 5.176 0.113
H11 1.688 5.062 1.766
H12 -0.380 4.094 1.567
C5 0.835 2.085 -3.524
C6 0.437 3.594 -3.646
O3 -0.911 3.765 -3.356
H13 0.791 1.743 -2.487
H14 1.865 2.001 -3.890
H15 0.149 1.493 -4.172
H16 0.796 3.988 -4.639
H17 1.017 4.193 -2.880
H18 -1.548 3.324 -3.988
C7 -0.378 -1.966 -4.323
C8 -1.070 -2.499 -3.071
O4 -0.102 -3.330 -2.406
H19 0.164 -2.789 -4.757
H20 0.351 -1.181 -4.088
H21 -1.098 -1.567 -5.122
H22 -1.934 -3.124 -3.324
H23 -1.355 -1.661 -2.431
H24 -0.249 -3.376 -1.440
C9 1.582 2.179 5.915
C10 1.892 2.244 4.450
O5 0.913 1.466 3.692
H25 0.629 2.675 6.056
H26 2.268 2.766 6.527
H27 1.504 1.124 6.215
H28 2.889 1.870 4.246
H29 1.853 3.311 4.098
H30 0.678 2.013 2.933
C11 1.072 0.076 0.123
C12 -0.374 0.094 0.576
O6 -1.044 1.233 0.111
H31 1.670 0.872 0.577
H32 1.184 0.181 -0.948
H33 1.432 -0.887 0.476
H34 -0.426 0.045 1.691
H35 -0.864 -0.790 0.176
H36 -0.540 2.014 0.380
C13 -2.380 4.391 -0.518
C14 -3.124 4.003 0.741
O7 -2.380 4.281 1.926
H37 -2.203 5.454 -0.552
H38 -2.744 4.132 -1.508
H39 -1.396 3.935 -0.382
H40 -3.314 2.933 0.762
H41 -4.132 4.382 0.843
H42 -2.875 3.916 2.678
C15 -0.150 -2.779 2.442
C16 -0.822 -3.845 1.560
O8 -1.225 -3.281 0.349
H43 0.247 -3.329 3.332
H44 -0.945 -2.115 2.741
H45 0.619 -2.255 1.895
H46 -1.589 -4.364 2.138
H47 -0.096 -4.577 1.395
H48 -2.005 -2.710 0.422
C17 2.648 -4.155 0.556
C18 3.565 -5.093 -0.264
O9 3.975 -6.231 0.441
H49 1.764 -4.684 0.840
H50 2.427 -3.297 -0.033
H51 3.192 -3.836 1.468
H52 4.465 -4.566 -0.611
H53 3.117 -5.385 -1.199
H54 4.767 -6.630 0.038
C19 -4.398 -3.670 -0.543
C20 -4.613 -2.318 0.035
O10 -3.408 -1.872 0.619
H55 -4.453 -4.481 0.193
H56 -3.470 -3.707 -1.141
H57 -5.216 -3.881 -1.230
H58 -5.415 -2.338 0.837
H59 -4.910 -1.511 -0.677
H60 -3.447 -0.898 0.878
C21 4.155 -0.932 -3.392
C22 3.084 -1.516 -2.518
O11 2.809 -2.795 -2.948
H61 4.458 0.043 -3.012
H62 3.670 -0.773 -4.331
H63 4.979 -1.601 -3.510
H64 2.272 -0.809 -2.567
H65 3.470 -1.580 -1.475
H66 1.893 -3.078 -2.769
C23 -2.872 1.136 -2.508
C24 -2.535 0.984 -3.955
O12 -2.675 2.244 -4.725
H67 -2.190 1.874 -2.007
H68 -2.887 0.146 -2.001
H69 -3.883 1.515 -2.378
H70 -3.246 0.298 -4.398
H71 -1.533 0.624 -4.061
H72 -2.531 1.994 -5.641
C25 3.806 -1.252 3.215
C26 4.384 -1.162 1.814
O13 4.702 0.141 1.387
H73 2.866 -0.712 3.332
H74 4.584 -0.764 3.870
H75 3.693 -2.287 3.544
H76 3.579 -1.431 1.134
H77 5.279 -1.815 1.646
H78 5.153 0.594 2.093

***

# C5H11NO2

A molecular structure, C5H11NO2 in a non-equilibrium geometry (ωB97M-V with the def2-TZVPD basis set, the OMol25 dataset).

Summary:
LUMO energy ... 0.7 eV
Energy ... -402.148373 Eh
ΔE to the lowest compared entry with this formula, charge and spin ... 144.2 kcal per mole

Element x y z (Å)
C1 -0.152 -0.390 -0.978
C2 -0.584 0.971 -1.482
C3 0.824 1.221 1.645
N1 -0.384 -1.410 -1.895
C4 1.097 -0.517 -0.250
C5 1.318 -0.030 0.992
O1 -1.115 -0.536 0.566
O2 -1.642 -1.482 1.494
H1 -1.769 -0.898 2.258
H2 -1.254 -1.331 -2.401
H3 -0.237 -2.340 -1.526
H4 1.711 -1.346 -0.580
H5 2.173 -0.460 1.505
H6 -0.076 1.785 -0.974
H7 -1.650 1.093 -1.297
H8 -0.402 1.042 -2.554
H9 -0.104 1.576 1.208
H10 0.672 1.036 2.709
H11 1.573 2.013 1.558

***

# C5H12NO3Si

2 unconnected molecules or ions with the total composition C5H12NO3Si in a non-equilibrium geometry (ωB97M-V with the def2-TZVPD basis set, the OMol25 dataset).

Summary:
LUMO energy ... 3.5 eV
Charge ... -1
Energy ... -767.651817 Eh
ΔE to the lowest compared entry with this formula, charge and spin ... 35.9 kcal per mole

Element x y z (Å)
C1 0.211 -1.052 3.156
C2 2.288 0.103 0.310
C3 -1.362 -1.259 -1.489
C4 -0.716 1.619 -2.134
C5 0.150 0.587 1.146
N1 -0.044 -0.721 1.630
O1 0.505 -2.203 3.225
O2 0.076 -0.144 3.974
O3 1.381 1.061 0.686
Si1 -1.548 0.543 -0.849
H1 3.159 0.647 -0.096
H2 1.889 -0.583 -0.480
H3 2.603 -0.558 1.027
H4 -0.265 -1.434 -1.610
H5 -1.634 -1.878 -0.637
H6 -2.045 -1.452 -2.431
H7 -1.327 1.729 -3.059
H8 -0.512 2.658 -1.808
H9 0.269 1.480 -2.395
H10 -0.342 1.219 1.868
H11 0.291 -1.458 0.948
H12 -3.026 1.097 -0.981

***

# C66H86NO6P2

9 unconnected molecules or ions with the total composition C66H86NO6P2 in a non-equilibrium geometry (ωB97M-V with the def2-TZVPD basis set, the OMol25 dataset).

Summary:
LUMO energy ... -3.8 eV
Charge ... +1
Energy ... -3755.046629 Eh

Element x y z (Å)
C1 -0.010 3.263 2.749
C2 1.022 4.142 1.878
O1 0.671 4.399 0.702
O2 2.280 4.559 2.396
C3 3.358 3.702 1.917
C4 3.001 2.130 1.980
C5 4.299 1.193 1.897
C6 3.876 -0.277 2.373
C7 2.897 -0.945 1.254
C8 1.843 -1.848 2.058
C9 0.295 -1.569 1.632
C10 0.119 -1.682 0.046
C11 -1.387 -1.906 -0.466
C12 -1.405 -1.405 -2.021
C13 -2.082 0.028 -2.224
C14 -1.340 1.248 -1.499
O3 -2.229 2.145 -0.782
C15 -1.583 -3.527 -0.570
C16 -1.869 -4.178 0.868
C17 -3.096 -3.394 1.519
N1 -2.890 -1.915 1.678
P1 -4.525 -1.247 2.140
P2 -4.483 -0.423 4.156
O4 -4.401 -1.556 5.169
O5 -3.288 0.772 4.311
O6 -5.997 0.372 4.373
C18 -2.512 -1.194 0.408
H1 0.481 3.102 3.778
H2 -0.119 2.235 2.240
H3 -1.044 3.735 2.822
H4 3.676 4.037 0.860
H5 4.242 3.850 2.628
H6 2.475 1.938 2.974
H7 2.317 1.884 1.100
H8 5.088 1.633 2.591
H9 4.698 1.221 0.830
H10 3.344 -0.159 3.388
H11 4.808 -0.910 2.561
H12 3.581 -1.673 0.678
H13 2.439 -0.173 0.559
H14 1.907 -1.746 3.198
H15 2.037 -2.951 1.823
H16 0.077 -0.500 1.989
H17 -0.306 -2.355 2.226
H18 0.711 -2.619 -0.279
H19 0.660 -0.802 -0.441
H20 -1.886 -2.193 -2.711
H21 -0.315 -1.322 -2.372
H22 -3.192 0.070 -1.928
H23 -2.069 0.247 -3.356
H24 -0.849 1.881 -2.322
H25 -0.509 0.956 -0.777
H26 -3.098 1.731 -0.605
H27 -2.543 -3.673 -1.188
H28 -0.735 -4.022 -1.153
H29 -2.249 -5.249 0.667
H30 -0.957 -4.293 1.535
H31 -4.095 -3.554 0.998
H32 -3.228 -3.818 2.584
H33 -2.281 -1.656 2.486
H34 -4.791 -0.173 1.211
H35 -3.769 1.612 4.496
H36 -6.224 0.720 3.470
H37 -3.473 -1.178 -0.235
H38 -2.296 -0.098 0.660
C19 3.959 -7.642 1.633
C20 2.611 -7.444 1.915
C21 1.901 -6.445 1.257
C22 2.538 -5.649 0.309
C23 3.885 -5.849 0.025
C24 4.597 -6.842 0.690
H39 4.513 -8.418 2.149
H40 2.113 -8.070 2.649
H41 0.851 -6.287 1.482
H42 1.983 -4.873 -0.208
H43 4.380 -5.229 -0.715
H44 5.648 -6.994 0.472
C25 6.372 -4.761 -4.143
C26 5.831 -4.975 -5.406
C27 4.533 -4.562 -5.687
C28 3.778 -3.925 -4.706
C29 4.320 -3.708 -3.443
C30 5.616 -4.129 -3.160
H45 7.384 -5.086 -3.923
H46 6.422 -5.464 -6.173
H47 4.109 -4.735 -6.670
H48 2.767 -3.599 -4.926
H49 3.732 -3.210 -2.679
H50 6.037 -3.965 -2.174
C31 -3.030 6.308 6.882
C32 -2.130 7.220 6.340
C33 -0.913 6.778 5.829
C34 -0.602 5.422 5.851
C35 -1.504 4.509 6.390
C36 -2.716 4.953 6.909
H51 -3.977 6.654 7.283
H52 -2.375 8.276 6.317
H53 -0.209 7.489 5.413
H54 0.345 5.077 5.448
H55 -1.261 3.451 6.405
H56 -3.417 4.242 7.334
C37 -5.685 3.310 -2.585
C38 -5.229 3.890 -1.405
C39 -6.097 4.640 -0.616
C40 -7.424 4.801 -1.004
C41 -7.881 4.218 -2.182
C42 -7.011 3.476 -2.975
H57 -5.007 2.729 -3.202
H58 -4.196 3.759 -1.100
H59 -5.740 5.097 0.300
H60 -8.102 5.381 -0.387
H61 -8.916 4.342 -2.483
H62 -7.366 3.027 -3.896
C43 8.660 -9.618 -8.870
C44 8.559 -9.324 -7.514
C45 7.520 -8.524 -7.050
C46 6.576 -8.024 -7.943
C47 6.675 -8.321 -9.298
C48 7.720 -9.114 -9.763
H63 9.472 -10.239 -9.231
H64 9.291 -9.719 -6.817
H65 7.444 -8.289 -5.994
H66 5.763 -7.404 -7.581
H67 5.938 -7.933 -9.994
H68 7.800 -9.341 -10.820
C49 7.664 5.688 6.373
C50 7.569 4.465 7.029
C51 6.523 3.596 6.735
C52 5.577 3.947 5.776
C53 5.674 5.169 5.118
C54 6.715 6.041 5.419
H69 8.478 6.367 6.606
H70 8.310 4.189 7.771
H71 6.445 2.645 7.251
H72 4.763 3.268 5.543
H73 4.937 5.442 4.370
H74 6.787 6.996 4.909
C55 -6.870 -0.801 -0.739
C56 -6.980 -2.031 -0.097
C57 -8.046 -2.876 -0.389
C58 -8.996 -2.496 -1.331
C59 -8.884 -1.267 -1.976
C60 -7.824 -0.418 -1.677
H75 -6.041 -0.138 -0.509
H76 -6.234 -2.331 0.634
H77 -8.135 -3.832 0.116
H78 -9.824 -3.156 -1.563
H79 -9.624 -0.972 -2.711
H80 -7.740 0.542 -2.176
C61 -5.229 8.275 -3.483
C62 -4.323 9.190 -4.008
C63 -3.106 8.750 -4.519
C64 -2.799 7.392 -4.512
C65 -3.708 6.477 -3.990
C66 -4.921 6.918 -3.472
H81 -6.177 8.619 -3.082
H82 -4.564 10.248 -4.019
H83 -2.396 9.464 -4.922
H84 -1.852 7.048 -4.915
H85 -3.470 5.418 -3.987
H86 -5.627 6.205 -3.060

***

# C23H33N3O5S

A single C23H33N3O5S molecule in a non-equilibrium geometry (ωB97M-V with the def2-TZVPD basis set, the OMol25 dataset).

Summary:
LUMO energy ... -0.7 eV
Energy ... -1834.755072 Eh
SMILES ... CC(C)CN(CC(C)C)C[C@@H](O)CN(c1ccccc1)S(=O)(=O)c1ccccc1[N+](=O)[O-]
ΔE to the lowest compared entry with this formula, charge and spin ... 114.4 kcal per mole

Element x y z (Å)
C1 -4.457 -3.436 -1.213
H1 -3.696 -3.632 -1.965
H2 -4.770 -4.386 -0.786
C2 -3.917 -2.514 -0.124
C3 -4.963 -2.297 0.966
H3 -5.176 -3.228 1.486
H4 -4.610 -1.567 1.691
H5 -5.890 -1.927 0.531
H6 -3.037 -2.985 0.327
C4 -3.494 -1.167 -0.728
N1 -2.755 -0.372 0.245
C5 -3.062 1.048 0.213
H7 -2.599 1.505 1.090
C6 -2.625 1.818 -1.059
C7 -1.459 2.761 -0.765
H8 -1.146 3.272 -1.674
H9 -1.755 3.514 -0.036
H10 -0.602 2.220 -0.370
C8 -3.795 2.607 -1.644
H11 -3.484 3.140 -2.540
H12 -4.616 1.946 -1.910
H13 -4.158 3.336 -0.922
H14 -2.297 1.089 -1.807
H15 -4.144 1.134 0.340
C9 -1.333 -0.676 0.245
H16 -0.772 -0.115 -0.513
H17 -1.210 -1.739 0.023
C10 -0.736 -0.425 1.635
O1 -1.491 -1.091 2.615
H18 -2.391 -1.152 2.260
C11 0.712 -0.932 1.686
N2 1.523 -0.211 0.734
C12 1.975 1.089 0.968
C13 2.224 1.556 2.259
C14 2.698 2.839 2.457
C15 2.936 3.681 1.384
C16 2.682 3.227 0.102
C17 2.202 1.947 -0.108
H19 1.969 1.615 -1.104
H20 2.844 3.876 -0.746
H21 3.306 4.682 1.547
H22 2.885 3.182 3.464
H23 2.054 0.917 3.109
S1 1.962 -0.997 -0.659
O2 1.733 -2.398 -0.499
O3 1.376 -0.371 -1.810
C18 3.755 -0.768 -0.844
C19 4.205 0.002 -1.902
C20 5.559 0.081 -2.191
C21 6.472 -0.649 -1.447
C22 6.030 -1.452 -0.410
C23 4.675 -1.499 -0.106
N3 4.271 -2.316 1.015
O4 4.866 -3.352 1.184
O5 3.401 -1.874 1.730
H24 6.717 -2.046 0.174
H25 7.525 -0.604 -1.679
H26 5.896 0.697 -3.009
H27 3.475 0.515 -2.506
H28 1.108 -0.850 2.697
H29 0.744 -1.983 1.402
H30 -0.727 0.657 1.852
H31 -2.904 -1.341 -1.638
H32 -4.394 -0.620 -1.016
H33 -5.316 -2.982 -1.704

***

- Among the records above, which one has the highest energy?
  C5H8N2

***

- Number 3 is which compound?
  C3H9N2OP

***

- The lowest energy belongs to which entry?
  C66H86NO6P2